[1]
# C27H49HfN5O4P3

A structure of composition C27H49HfN5O4P3 (wB97M-V/def2-TZVPD, OMol25).

XYZ file:
```
89
Properties=species:S:1:pos:R:3
Hf -0.51 -0.07 -0.37
C 2.49 -2.33 -2.33
C 2.65 -0.87 -2.78
C 4.10 -0.56 -3.14
P 1.86 0.23 -1.51
C 3.07 0.90 -0.25
C 3.71 -0.25 0.54
C 4.11 1.86 -0.81
C 1.27 1.72 -2.37
C 1.73 2.16 -3.61
C 1.20 3.30 -4.20
C 0.17 3.98 -3.57
C -0.31 3.55 -2.34
C 0.24 2.43 -1.72
N -0.23 1.93 -0.47
C -0.33 2.83 0.63
C 0.22 4.11 0.61
C 0.12 4.96 1.70
C -0.50 4.53 2.87
C -1.01 3.25 2.92
C -0.95 2.40 1.81
P -1.55 0.69 1.92
C -3.38 0.73 2.22
C -3.79 1.40 3.52
C -4.01 1.40 1.00
C -0.65 0.05 3.41
C -1.12 -1.36 3.77
C 0.85 0.13 3.12
H 2.84 -3.00 -3.12
H 1.45 -2.58 -2.10
H 3.11 -2.51 -1.44
H 2.03 -0.72 -3.68
H 4.77 -0.81 -2.32
H 4.25 0.49 -3.41
H 4.39 -1.17 -3.99
H 2.40 1.46 0.41
H 4.48 -0.74 -0.05
H 2.97 -0.99 0.85
H 4.19 0.15 1.43
H 4.89 1.34 -1.37
H 4.59 2.37 0.02
H 3.66 2.62 -1.45
H 2.52 1.62 -4.12
H 1.58 3.64 -5.15
H -0.26 4.86 -4.03
H -1.12 4.08 -1.86
H 0.75 4.45 -0.27
H 0.55 5.95 1.65
H -0.57 5.19 3.72
H -1.45 2.90 3.85
H -3.69 -0.33 2.25
H -3.60 2.47 3.49
H -3.28 0.98 4.39
H -4.86 1.26 3.68
H -3.79 2.47 1.00
H -5.10 1.29 1.01
H -3.64 0.97 0.06
H -0.88 0.72 4.24
H -1.01 -2.04 2.92
H -2.16 -1.37 4.10
H -0.51 -1.75 4.59
H 1.11 -0.47 2.24
H 1.42 -0.27 3.96
H 1.17 1.16 2.96
N -1.24 0.26 -2.92
N -2.13 -0.81 -3.18
C -2.54 -1.57 -2.15
O -3.30 -2.52 -2.34
O -2.08 -1.25 -0.97
H -1.71 1.14 -3.11
H -0.46 0.19 -3.57
H -2.54 -0.94 -4.09
N 1.06 -5.37 0.33
C 0.34 -4.47 1.31
P -0.67 -3.27 0.26
O -0.55 -3.84 -1.11
O -0.04 -1.90 0.52
C -2.42 -3.47 0.86
N -3.23 -4.09 -0.21
H 2.07 -5.22 0.34
H 0.68 -5.10 -0.61
H 0.89 -6.36 0.50
H 1.06 -3.92 1.91
H -0.27 -5.07 1.98
H -2.85 -2.50 1.11
H -2.43 -4.09 1.76
H -2.79 -4.92 -0.59
H -3.33 -3.40 -1.12
H -4.17 -4.33 0.10
```

Properties
F_max	0.04682	hartree/bohr
total charge	+3
LUMO level	-7.808	eV
relative energy (zero: lowest compared OMol25 entry of this formula, charge and spin)	0.0	kJ/mol
total energy	-73591.275	eV
HOMO-LUMO gap	0.2766	Ha


[2]
# C15H35BFNNbO5

A structure of composition C15H35BFNNbO5 (wB97M-V/def2-TZVPD, OMol25).

XYZ file:
```
59
Properties=species:S:1:pos:R:3
C -0.12 3.85 0.27
C -0.97 3.08 1.27
C -0.57 1.62 1.47
F 0.76 1.65 2.04
Nb -0.94 0.20 -0.32
C 1.29 0.65 -0.48
O 2.20 -0.25 0.18
C 3.28 0.37 0.82
O 3.82 -0.58 1.69
C 3.46 -0.37 3.05
C 3.63 -1.70 3.79
O 2.49 -2.05 4.56
C -0.82 -1.56 -1.78
C 0.31 -1.49 -2.72
C 1.60 -2.18 -2.31
N 0.33 -0.87 -3.85
C -2.17 1.26 -1.89
C -3.41 0.80 -2.66
C -4.45 0.17 -1.72
C -4.04 1.93 -3.48
B -0.27 -1.49 1.21
O -0.28 -1.22 2.59
O 0.27 -2.70 0.83
C 0.98 -3.54 1.70
H -0.44 4.89 0.19
H -0.17 3.41 -0.73
H 0.93 3.85 0.58
H -0.94 3.59 2.24
H -2.02 3.08 0.94
H -1.18 1.21 2.28
H -2.33 -0.30 0.74
H 1.44 1.66 -0.08
H 1.52 0.67 -1.56
H 2.91 1.25 1.36
H 4.05 0.67 0.10
H 2.41 -0.06 3.12
H 4.07 0.43 3.49
H 3.85 -2.46 3.03
H 4.47 -1.68 4.49
H 1.88 -2.54 4.01
H -0.80 -2.49 -1.21
H -1.76 -1.48 -2.33
H 1.80 -2.98 -3.02
H 1.52 -2.57 -1.30
H 2.44 -1.48 -2.35
H -0.60 -0.46 -4.02
H -1.32 1.36 -2.60
H -2.35 2.28 -1.51
H -3.08 0.03 -3.37
H -4.44 0.68 -0.75
H -4.23 -0.88 -1.52
H -5.46 0.24 -2.13
H -4.91 1.60 -4.05
H -4.36 2.74 -2.82
H -3.32 2.35 -4.19
H 0.55 -0.91 2.95
H 0.92 -4.56 1.32
H 2.03 -3.24 1.74
H 0.56 -3.51 2.71
```

Properties
F_max	0.01803	hartree/bohr
total charge	-1
LUMO level	2.947	eV
total energy	-32791.560	eV
HOMO-LUMO gap	0.2663	Ha


[3]
# C26H41BBr3N4O7P

A cluster of 3 separate species, C26H41BBr3N4O7P in total (wB97M-V/def2-TZVPD, OMol25).

XYZ file:
```
83
Properties=species:S:1:pos:R:3
C -0.73 -4.65 0.84
C -0.16 -4.60 2.28
P 0.67 -3.01 2.67
C 0.42 -2.72 4.48
C -0.31 -1.64 1.88
C -1.71 -1.66 1.97
N -2.39 -2.71 2.70
C -3.01 -2.35 3.68
O -3.53 -2.06 4.66
C -2.45 -0.68 1.35
C -1.80 0.31 0.65
C -0.43 0.39 0.56
B 0.11 1.64 -0.28
C 0.30 3.02 0.45
O 0.35 1.50 -1.62
C 0.34 -0.61 1.18
C 1.85 -0.64 1.11
Br 2.65 0.89 2.03
C 2.40 -0.88 -0.32
C 3.20 0.25 -0.95
Br 3.62 -2.43 -0.21
C -2.83 1.22 0.06
O -2.69 2.13 -0.70
N -4.08 0.75 0.55
C -4.91 1.79 1.17
C -6.39 1.50 1.02
O -7.16 1.56 1.91
Br -6.98 1.05 -0.78
C -3.93 -0.47 1.25
O -4.83 -1.16 1.62
H -0.13 -5.30 0.22
H -0.83 -3.68 0.38
H -1.73 -5.08 0.89
H 0.54 -5.41 2.45
H -0.98 -4.75 2.98
H 0.73 -3.61 5.01
H -0.59 -2.43 4.75
H 1.10 -1.92 4.75
H -0.51 3.69 0.11
H 1.24 3.51 0.18
H 0.22 2.95 1.53
H 0.16 2.32 -2.07
H 2.16 -1.48 1.72
H 1.60 -1.21 -0.96
H 2.77 1.23 -0.79
H 4.24 0.21 -0.65
H 3.19 0.08 -2.03
H -4.69 1.86 2.23
H -4.71 2.76 0.72
C -2.76 -3.59 -2.43
O -1.50 -4.21 -2.27
C -1.40 -5.51 -2.83
C -1.10 -5.54 -4.34
C -2.30 -5.21 -5.21
N 0.00 -4.64 -4.70
H -3.58 -4.31 -2.38
H -2.82 -3.03 -3.37
H -2.88 -2.87 -1.61
H -0.57 -5.98 -2.31
H -2.30 -6.10 -2.60
H -0.79 -6.56 -4.58
H -2.54 -4.15 -5.22
H -2.11 -5.50 -6.25
H -3.19 -5.76 -4.88
H 0.84 -4.91 -4.19
H -0.22 -3.72 -4.32
C 5.72 7.78 -0.04
O 5.65 6.58 0.71
C 4.50 6.45 1.53
C 3.25 5.92 0.80
C 2.56 6.97 -0.07
N 3.55 4.75 -0.03
H 5.29 8.62 0.51
H 5.22 7.67 -1.01
H 6.78 7.98 -0.23
H 4.77 5.71 2.29
H 4.29 7.39 2.05
H 2.54 5.62 1.57
H 3.10 7.16 -0.99
H 1.56 6.63 -0.34
H 2.46 7.92 0.47
H 3.92 4.01 0.57
H 4.33 4.99 -0.63
```

Properties
F_max	0.03730	hartree/bohr
LUMO level	-0.983	eV
SMILES	CCP(C)c1c(N=C=O)c2c(c(B(C)O)c1[C@H](Br)[C@@H](C)Br)C(=O)N(CC(=O)Br)C2=O.COC[C@@H](C)N.COC[C@@H](C)N
total energy	-268013.640	eV
HOMO-LUMO gap	0.2721	Ha


[4]
# C6H13N

A cluster of 2 separate species, C6H13N in total (wB97M-V/def2-TZVPD, OMol25).

XYZ file:
```
20
Properties=species:S:1:pos:R:3
C 2.98 -0.07 -0.22
C 1.67 -0.85 -0.27
C 0.57 -0.16 0.47
N -0.61 -0.05 -0.03
C -1.46 -0.07 -1.08
C -1.93 0.51 0.21
C -2.83 -0.18 1.21
H 3.31 0.09 0.82
H 2.86 0.92 -0.69
H 3.78 -0.60 -0.74
H 1.35 -0.98 -1.31
H 1.83 -1.86 0.13
H 0.66 1.88 -1.34
H 0.75 0.30 1.44
H -1.78 -0.99 -1.56
H 0.05 1.58 -1.67
H -1.94 1.60 0.28
H -3.86 0.12 0.99
H -2.77 -1.27 1.11
H -2.62 0.10 2.24
```

Properties
F_max	0.00541	hartree/bohr
LUMO level (alpha / beta)	1.134 / 1.134	eV
relative energy (zero: lowest compared OMol25 entry of this formula, charge and spin)	409.7	kJ/mol
total energy	-7918.586	eV
HOMO-LUMO gap (alpha / beta)	0.3042 / 0.3042	Ha


[5]
# C4H10NO3

A cluster of 2 separate species, C4H10NO3 in total (wB97M-V/def2-TZVPD, OMol25).

XYZ file:
```
18
Properties=species:S:1:pos:R:3
C -0.40 -1.32 1.37
N 0.55 -1.38 0.32
C 0.30 -2.41 -0.74
C 0.83 -0.03 -0.17
C -0.41 0.58 -0.90
O -0.73 0.06 -2.01
O -0.86 1.58 -0.26
H -1.36 -0.91 1.13
H 0.25 -0.76 2.13
H -0.52 -2.45 1.73
H 0.40 -1.86 -1.77
H -0.75 -2.72 -0.85
H 0.89 -3.37 -0.73
H 1.32 0.49 0.68
H 1.63 -0.10 -0.99
H 0.17 3.34 1.25
H 0.35 1.90 1.39
O 0.57 2.76 1.82
```

Properties
F_max	0.08035	hartree/bohr
total charge	-1
LUMO level	3.961	eV
relative energy (zero: lowest compared OMol25 entry of this formula, charge and spin)	222.0	kJ/mol
total energy	-11943.096	eV
HOMO-LUMO gap	0.2876	Ha


- Which formula does entry 3 have?
  C26H41BBr3N4O7P


- Among the records above, which one has the lowest total energy?
  C26H41BBr3N4O7P


- What is the formula in the fourth record?
  C6H13N


- F_max of number 4 (C6H13N)?
  0.00541 hartree/bohr